(1)
223
Properties=species:S:1:pos:R:3 method="wB97M-V/def2-TZVPD" largest_force_ev_per_a=5.41 total_charge=+3 lumo_ev=-4.500 mol_weight_g_mol=1301.628 homo_lumo_gap_ev=4.72
C -5.346 -0.251 -11.022
C -6.575 -0.933 -10.386
N -6.750 -0.818 -8.867
C -8.058 -1.323 -8.425
C -5.658 -1.674 -8.084
C -5.636 -3.251 -8.284
C -6.564 0.687 -8.471
C -7.724 1.577 -9.026
O -7.902 2.565 -8.056
C -8.948 3.433 -8.374
H -4.498 0.006 -10.386
H -5.628 0.650 -11.567
H -5.023 -1.005 -11.740
H -6.410 -2.008 -10.459
H -7.538 -0.829 -10.885
H -8.066 -2.411 -8.495
H -8.843 -0.893 -9.047
H -8.311 -1.112 -7.386
H -5.756 -1.390 -7.037
H -4.722 -1.285 -8.485
H -5.530 -3.617 -9.306
H -6.546 -3.560 -7.770
H -4.757 -3.709 -7.831
H -5.515 0.985 -8.497
H -6.708 0.686 -7.391
H -8.719 1.156 -9.168
H -7.527 2.125 -9.947
H -9.857 2.832 -8.358
H -8.758 3.894 -9.343
H -9.127 4.167 -7.587
C 7.267 6.197 -8.486
C 8.017 7.069 -7.424
N 7.329 8.363 -7.027
C 6.011 8.042 -6.164
C 8.295 9.108 -6.059
C 8.719 8.330 -4.762
C 6.835 9.189 -8.311
C 6.323 10.519 -8.007
O 7.457 11.420 -7.748
C 8.167 11.705 -8.842
H 8.054 5.463 -8.659
H 7.065 6.769 -9.391
H 6.431 5.675 -8.020
H 8.955 7.458 -7.819
H 8.124 6.512 -6.493
H 6.239 7.280 -5.419
H 5.275 7.752 -6.915
H 5.747 8.976 -5.668
H 7.847 10.079 -5.849
H 9.188 9.467 -6.570
H 9.088 8.977 -3.966
H 9.455 7.546 -4.943
H 7.875 7.836 -4.281
H 6.117 8.571 -8.851
H 7.617 8.968 -9.038
H 5.635 10.497 -7.162
H 5.793 11.027 -8.813
H 8.712 10.792 -9.084
H 8.946 12.320 -8.392
H 7.593 12.111 -9.675
C 9.048 -4.497 6.972
C 9.756 -3.791 5.745
N 9.385 -2.361 5.489
C 9.950 -1.591 6.710
C 10.034 -1.858 4.176
C 9.728 -0.379 3.844
C 7.848 -2.059 5.312
C 7.201 -2.345 3.877
O 7.378 -3.758 3.670
C 7.067 -4.244 2.332
H 9.580 -4.063 7.819
H 9.294 -5.558 7.005
H 7.972 -4.364 7.082
H 9.355 -4.375 4.917
H 10.836 -3.901 5.842
H 9.353 -1.804 7.597
H 9.770 -0.516 6.695
H 10.999 -1.877 6.791
H 9.565 -2.528 3.457
H 11.108 -2.046 4.190
H 8.665 -0.191 3.694
H 10.206 0.025 2.951
H 9.966 0.274 4.683
H 7.664 -1.083 5.763
H 7.171 -2.553 6.009
H 7.604 -1.809 3.017
H 6.117 -2.239 3.867
H 7.892 -3.981 1.670
H 6.114 -3.830 2.004
H 7.210 -5.322 2.253
C -4.588 5.988 2.683
C -5.142 5.688 4.094
N -6.450 6.478 4.457
C -6.729 6.234 5.956
C -6.255 8.023 4.169
C -4.830 8.635 4.375
C -7.704 5.948 3.680
C -8.832 6.908 3.413
O -8.760 7.445 2.108
C -9.199 8.769 1.897
H -3.562 5.662 2.514
H -4.555 7.076 2.625
H -5.176 5.511 1.898
H -4.396 5.899 4.861
H -5.479 4.652 4.114
H -5.900 6.603 6.559
H -6.820 5.157 6.095
H -7.600 6.718 6.399
H -6.982 8.675 4.653
H -6.613 8.180 3.152
H -4.713 8.732 5.455
H -4.844 9.604 3.877
H -3.933 8.089 4.083
H -7.970 5.060 4.254
H -7.405 5.697 2.662
H -8.959 7.748 4.096
H -9.810 6.437 3.514
H -8.781 9.478 2.612
H -10.238 9.080 1.793
H -8.935 9.070 0.884
C 2.170 -1.366 12.570
C 1.052 -1.123 11.523
N 0.653 -2.372 10.726
C 0.468 -3.546 11.685
C -0.705 -2.131 10.144
C -0.881 -0.885 9.196
C 1.695 -2.773 9.660
C 1.235 -3.700 8.529
O 0.653 -4.801 9.057
C 0.404 -5.885 8.122
H 3.075 -1.867 12.227
H 1.801 -1.835 13.483
H 2.385 -0.322 12.797
H 1.408 -0.392 10.797
H 0.215 -0.674 12.057
H -0.180 -3.076 12.425
H 1.422 -3.820 12.135
H 0.028 -4.429 11.222
H -1.476 -2.196 10.913
H -0.883 -3.052 9.590
H -1.947 -0.830 8.976
H -0.198 -0.958 8.350
H -0.684 0.104 9.609
H 2.512 -3.205 10.238
H 2.122 -1.842 9.289
H 2.103 -3.894 7.900
H 0.501 -3.230 7.875
H 1.320 -6.093 7.569
H -0.518 -5.930 7.541
H 0.331 -6.892 8.531
C -5.656 -10.427 -0.415
C -7.177 -10.561 -0.555
N -7.912 -9.395 0.082
C -9.384 -9.554 -0.100
C -7.554 -9.237 1.575
C -8.073 -10.416 2.559
C -7.509 -8.029 -0.674
C -7.634 -6.610 0.007
O -6.717 -6.600 1.044
C -6.800 -5.486 2.010
H -5.228 -9.427 -0.476
H -5.300 -11.190 -1.108
H -5.298 -10.727 0.570
H -7.548 -11.440 -0.028
H -7.396 -10.714 -1.612
H -9.858 -8.624 0.212
H -9.741 -10.409 0.474
H -9.543 -9.646 -1.174
H -8.096 -8.371 1.954
H -6.537 -8.958 1.848
H -9.149 -10.565 2.461
H -7.785 -10.188 3.585
H -7.440 -11.300 2.479
H -7.940 -7.890 -1.665
H -6.473 -8.047 -1.013
H -8.659 -6.440 0.337
H -7.399 -5.774 -0.652
H -6.170 -4.667 1.663
H -6.462 -5.670 3.030
H -7.805 -5.109 2.200
C 5.036 0.004 -2.940
C 3.542 0.324 -2.769
C 2.789 -0.900 -2.440
N 1.233 -0.723 -2.314
C 0.637 0.005 -3.533
C 0.876 0.031 -0.987
C 0.451 -1.067 0.030
C 0.473 -2.413 -0.654
C 0.494 -2.028 -2.089
H 5.372 -0.615 -2.107
H 5.562 0.951 -3.056
H 5.178 -0.730 -3.734
H 3.281 0.738 -3.743
H 3.214 1.124 -2.105
H 3.171 -1.138 -1.447
H 3.140 -1.706 -3.085
H 0.804 1.083 -3.518
H -0.446 -0.031 -3.646
H 1.048 -0.400 -4.458
H 0.170 0.842 -1.165
H 1.793 0.515 -0.652
H -0.566 -0.851 0.358
H 1.127 -1.194 0.875
H -0.456 -2.983 -0.624
H 1.331 -2.982 -0.294
H -0.565 -1.817 -2.234
H 0.766 -2.779 -2.831
Cl 2.595 1.980 5.244
B 11.055 -5.672 -2.324
F 12.322 -6.246 -2.719
F 11.193 -5.122 -1.103
F 10.671 -4.692 -3.157
F 10.011 -6.615 -2.400
B 2.472 7.553 0.676
F 1.652 7.707 1.781
F 2.573 8.586 -0.130
F 3.723 7.125 0.860
F 1.776 6.640 -0.112
B 0.964 -8.273 -7.116
F 0.328 -8.201 -8.359
F 2.077 -9.074 -7.311
F 1.356 -6.994 -6.673
F 0.088 -8.807 -6.198


(2)
13
Properties=species:S:1:pos:R:3 method="wB97M-V/def2-TZVPD" largest_force_ev_per_a=8.07 lumo_ev=0.999 smiles="C#C[C@H](N)C=C" de_lowest_ev=3.778 mol_weight_g_mol=81.118 homo_lumo_gap_ev=10.45
C 1.538 0.246 -2.029
C 1.103 0.203 -0.856
C 0.401 0.126 0.341
N 0.908 -1.010 1.226
C -0.953 -0.212 0.042
C -2.031 0.628 0.082
H 1.999 0.023 -3.061
H 0.472 1.179 0.764
H 1.911 -1.120 1.277
H 0.543 -0.686 2.186
H -1.090 -1.163 -0.370
H -1.828 1.649 0.526
H -2.973 0.137 -0.129


(3)
16
Properties=species:S:1:pos:R:3 method="wB97M-V/def2-TZVPD" largest_force_ev_per_a=1.14 lumo_ev="0.899 / 1.040" de_lowest_ev=4.152 mol_weight_g_mol=86.134 homo_lumo_gap_ev="7.84 / 8.28"
C -0.985 -0.218 1.701
C -0.159 -0.652 0.481
C -0.746 -0.097 -0.841
C 0.022 1.169 -1.002
O 1.064 1.151 -0.230
C 1.195 0.020 0.473
H -2.007 -0.613 1.637
H -0.534 -0.579 2.631
H -1.049 0.875 1.749
H -0.093 -1.743 0.449
H -0.526 -0.781 -1.668
H -1.827 0.049 -0.807
H -0.075 1.989 -1.695
H 1.847 -0.187 -2.432
H 2.006 -0.496 -1.764
H 1.867 0.114 1.317


(4)
11
Properties=species:S:1:pos:R:3 method="wB97M-V/def2-TZVPD" largest_force_ev_per_a=0.79 lumo_ev=1.061 smiles="C1=N[C@H]2C[C@H]2O1" de_lowest_ev=1.599 mol_weight_g_mol=83.090 homo_lumo_gap_ev=10.60
C 1.581 0.447 0.007
N 0.976 0.287 1.114
C -0.252 -0.430 0.800
C -1.235 0.377 -0.058
C -0.238 -0.540 -0.689
O 1.004 -0.017 -1.131
H 2.561 0.899 -0.118
H -0.502 -1.211 1.514
H -1.068 1.444 0.026
H -2.275 0.127 -0.285
H -0.590 -1.419 -1.216


(5)
13
Properties=species:S:1:pos:R:3 method="wB97M-V/def2-TZVPD" largest_force_ev_per_a=3.98 total_charge=+3 lumo_ev=-14.807 de_lowest_ev=0.132 mol_weight_g_mol=184.917 homo_lumo_gap_ev=7.31
H -2.920 0.156 -0.655
O 0.387 -1.191 0.885
C 1.198 -0.410 0.040
C 0.607 0.923 -0.367
O -0.489 0.780 -1.318
C -1.726 0.848 -1.001
O -2.094 0.488 0.201
Li 1.146 -2.837 1.149
Y -1.340 -0.643 1.844
H 1.441 -0.972 -0.879
H 2.154 -0.165 0.535
H 1.359 1.494 -0.921
H 0.278 1.530 0.488


(6)
8
Properties=species:S:1:pos:R:3 method="wB97M-V/def2-TZVPD" largest_force_ev_per_a=3.84 lumo_ev=-0.794 smiles="S=CCS" de_lowest_ev=2.290 mol_weight_g_mol=92.188 homo_lumo_gap_ev=8.17
S 0.430 -1.079 -1.836
C 0.183 0.172 -0.753
C 0.059 -0.263 0.706
S -0.612 1.057 1.661
H 0.320 1.276 -1.106
H -0.547 -1.321 0.612
H 0.966 -0.790 1.260
H 0.724 1.730 2.325